1.
ORCA calculation (ωB97M-V/def2-TZVPD) on one molecule with the formula C10H16N4O4 in a non-equilibrium geometry.

XYZ file:
```
34
Properties=species:S:1:pos:R:3:mulliken_charge:R:1
C 1.18 -2.14 0.52 0.126
C 0.08 -1.30 1.06 0.034
C 2.51 -1.41 0.77 -0.595
C 2.42 -0.03 0.18 0.777
C 2.38 1.24 0.68 -0.979
C 2.81 1.30 -1.48 -0.284
C -2.07 -0.44 0.42 -0.334
C -3.15 -0.80 -0.72 0.576
C -1.91 1.07 0.62 0.027
C -1.34 1.79 -0.59 -0.803
H 1.25 -1.79 -1.53 0.246
H 1.48 -3.36 -1.12 0.292
H 1.10 -3.01 1.14 0.548
H 2.68 -1.12 1.87 0.299
H 3.29 -2.07 0.34 0.386
H 2.09 1.62 1.65 0.376
H 2.95 1.80 -2.42 0.418
H 2.49 3.07 -0.40 0.244
H -0.82 -1.69 -0.76 0.459
H -2.50 -0.71 1.37 0.415
H -1.25 1.09 1.53 0.317
H -3.22 2.54 0.92 0.359
H -1.29 2.96 -0.45 0.368
H -1.91 1.60 -1.57 0.255
H -0.28 1.40 -0.67 0.094
H -4.12 0.63 0.04 0.485
N 0.93 -2.49 -0.85 -0.786
N 2.73 0.02 -1.21 -0.698
N 2.66 2.09 -0.40 0.001
N -0.81 -1.02 0.05 -0.107
O -0.05 -0.75 2.19 -0.755
O -2.93 -1.71 -1.53 -0.615
O -3.18 1.62 1.15 -0.611
O -4.19 0.02 -0.80 -0.535
```

orbital gap = 9.46 eV
ΔE to the lowest compared entry with this formula, charge and spin = 1.574 eV
total energy = -910.65105 Eh

---

2.
ORCA calculation (ωB97M-V/def2-TZVPD) on C20H16AuF6N2O4PS2 as an isolated structure.

XYZ file:
```
52
Properties=species:S:1:pos:R:3:mulliken_charge:R:1
Au -0.19 0.16 0.13 0.992
N -0.64 1.12 -1.60 -0.597
C -1.85 1.96 -1.61 0.619
C -2.10 2.80 -2.67 -0.712
C -3.25 3.59 -2.64 -0.596
C -4.10 3.54 -1.54 -0.949
C -3.83 2.70 -0.47 -0.573
C -2.71 1.88 -0.52 0.262
P -2.32 0.70 0.78 0.752
C -2.40 1.52 2.34 0.933
C -3.54 1.37 3.12 -0.226
C -3.65 2.10 4.30 -0.782
C -2.60 2.91 4.71 -0.515
C -1.46 3.05 3.93 -0.831
C -1.35 2.35 2.74 -0.399
C -3.35 -0.75 0.70 0.917
C -4.72 -0.62 0.45 -0.343
C -5.52 -1.75 0.43 -0.785
C -4.96 -3.00 0.65 -0.552
C -3.59 -3.14 0.87 -0.841
C -2.79 -2.01 0.91 -0.325
H 0.19 1.68 -1.83 0.510
H -0.71 0.39 -2.31 0.494
H -1.42 2.86 -3.52 0.503
H -3.46 4.25 -3.46 0.440
H -4.97 4.18 -1.51 0.458
H -4.48 2.69 0.40 0.539
H -4.34 0.69 2.84 0.443
H -4.54 2.02 4.90 0.444
H -2.66 3.42 5.67 0.438
H -0.65 3.70 4.25 0.458
H -0.46 2.47 2.14 0.301
H -5.16 0.35 0.25 0.411
H -6.58 -1.65 0.23 0.444
H -5.59 -3.88 0.66 0.428
H -3.16 -4.11 1.02 0.457
H -1.73 -2.12 1.12 0.206
F 2.86 -1.25 4.52 -0.149
C 1.77 -1.59 3.87 0.453
F 1.84 -2.82 3.42 -0.166
F 0.70 -1.42 4.62 -0.165
S 1.61 -0.41 2.44 1.238
O 0.37 -0.96 1.72 -0.528
O 1.43 0.92 2.92 -0.553
N 2.89 -0.70 1.62 -0.468
S 3.08 -0.29 0.11 1.020
O 4.08 -1.04 -0.55 -0.533
O 1.77 -0.21 -0.61 -0.754
C 3.60 1.49 0.14 0.758
F 4.07 1.81 -1.04 -0.190
F 2.51 2.23 0.40 -0.196
F 4.50 1.68 1.08 -0.190
```

net charge = +2
orbital gap = 6.88 eV
ΔE to the lowest compared entry with this formula, charge and spin = 0.000 eV
total energy = -3054.19331 Eh

---

3.
ORCA calculation (ωB97M-V/def2-TZVPD) on a 2-piece molecular cluster, C9H14 overall in a non-equilibrium geometry.

XYZ file:
```
23
Properties=species:S:1:pos:R:3:mulliken_spin:R:1
C 2.21 1.64 -0.06 0.012
C 2.90 0.32 0.33 -0.004
H 1.13 1.66 -0.18 -0.004
H 2.42 2.46 0.65 0.002
H 2.76 2.03 -0.92 0.000
H 2.68 0.02 1.35 0.001
H 3.95 0.57 0.24 0.000
H 2.67 -0.45 -0.41 0.002
C -1.47 1.91 0.34 0.020
C -1.05 0.03 -1.27 0.013
C -1.27 0.45 0.03 0.239
C -0.67 -1.29 -1.41 0.137
C -1.12 -0.39 1.18 0.253
C -0.32 -2.11 -0.28 0.259
C -0.47 -1.62 0.99 -0.008
H -1.44 0.66 -2.06 0.002
H -0.48 -1.67 -2.40 0.004
H -1.62 2.51 -0.55 0.003
H -0.63 2.36 0.87 0.035
H -1.33 -0.03 2.17 0.000
H 0.11 -3.09 -0.42 0.005
H -0.20 -2.11 1.92 0.001
H -2.26 2.00 1.09 0.026
```

net charge = +1
orbital gap (alpha / beta) = 10.37 / 6.62 eV
multiplicity = 2
<S²> = 0.768
ΔE to the lowest compared entry with this formula, charge and spin = 0.564 eV
total energy = -350.98828 Eh

---

4.
ORCA calculation (ωB97M-V/def2-TZVPD) on a 5-piece molecular cluster, C34H68N4O2 overall in a non-equilibrium geometry.

XYZ file:
```
108
Properties=species:S:1:pos:R:3:mulliken_charge:R:1
N 2.27 -3.65 0.59 -0.845
C 1.75 -2.41 -0.03 0.862
N 1.40 -1.45 1.02 -0.343
N 2.89 -1.85 -0.78 -0.593
C 0.57 -2.73 -1.02 0.086
C -0.80 -2.30 -0.56 0.905
C -1.81 -3.21 -0.26 -0.788
C -3.05 -2.80 0.18 -0.788
C -3.37 -1.48 0.35 -0.534
C -2.40 -0.57 0.02 -0.494
C -1.16 -0.98 -0.43 1.157
C -0.32 0.25 -0.69 -0.388
O 0.78 0.29 -1.19 -0.129
N -1.07 1.34 -0.22 0.114
C -2.40 0.93 0.06 -0.160
O -3.28 1.72 0.31 -0.573
H 3.02 -3.31 1.19 0.327
H 1.55 -3.97 1.24 0.321
H 1.19 -1.90 1.90 0.235
H 2.08 -0.71 1.11 0.104
H 2.53 -1.20 -1.47 -0.071
H 3.28 -2.63 -1.31 0.388
H 0.77 -2.39 -2.04 -1.192
H 0.54 -3.83 -1.09 0.710
H -1.61 -4.28 -0.35 0.486
H -3.79 -3.57 0.40 0.397
H -4.34 -1.15 0.72 0.542
H -0.99 2.19 -0.75 0.331
C 3.33 6.60 0.51 -1.193
C 4.37 5.51 0.32 -0.358
C 4.31 4.85 -1.06 -0.798
C 3.01 4.13 -1.38 -0.850
C 2.61 3.03 -0.40 0.458
C 3.62 1.88 -0.35 -0.771
H 2.31 6.21 0.44 0.271
H 3.43 7.06 1.50 0.380
H 3.44 7.39 -0.24 0.295
H 4.26 4.75 1.10 0.247
H 5.36 5.95 0.45 0.395
H 5.15 4.16 -1.15 0.286
H 4.48 5.62 -1.82 0.424
H 3.09 3.70 -2.39 0.364
H 2.19 4.86 -1.44 0.343
H 1.65 2.62 -0.70 -0.409
H 2.47 3.44 0.60 0.384
H 3.75 1.43 -1.33 0.178
H 3.27 1.11 0.34 -0.046
H 4.60 2.22 0.01 0.448
C 2.00 -3.29 -8.21 -1.201
C 2.84 -2.16 -7.62 -0.419
C 3.40 -2.48 -6.23 -0.854
C 2.36 -2.73 -5.15 -0.441
C 1.38 -1.58 -4.92 -0.414
C 2.05 -0.29 -4.45 -1.053
H 1.12 -3.50 -7.60 0.283
H 1.65 -3.02 -9.21 0.385
H 2.59 -4.20 -8.29 0.292
H 2.24 -1.24 -7.58 0.227
H 3.67 -1.95 -8.29 0.398
H 4.07 -1.67 -5.93 0.317
H 4.04 -3.37 -6.31 0.417
H 2.88 -2.94 -4.21 0.143
H 1.79 -3.63 -5.38 0.423
H 0.65 -1.89 -4.16 0.148
H 0.80 -1.38 -5.83 0.459
H 2.60 -0.45 -3.52 0.080
H 1.30 0.48 -4.27 0.315
H 2.74 0.09 -5.20 0.486
C 0.44 -7.44 5.33 -1.207
C -0.49 -6.30 5.74 -0.344
C -1.61 -6.04 4.73 -0.878
C -1.14 -5.60 3.34 -0.889
C -0.27 -4.34 3.32 1.012
C -0.99 -3.10 3.84 -1.432
H 0.97 -7.21 4.40 0.286
H 1.19 -7.61 6.10 0.384
H -0.12 -8.37 5.19 0.296
H 0.09 -5.40 5.91 0.229
H -0.95 -6.56 6.70 0.389
H -2.28 -5.28 5.14 0.307
H -2.21 -6.95 4.62 0.409
H -2.02 -5.43 2.72 0.309
H -0.59 -6.41 2.87 0.426
H 0.04 -4.16 2.29 -0.926
H 0.64 -4.50 3.90 0.407
H -1.89 -2.90 3.25 0.200
H -0.34 -2.22 3.77 0.478
H -1.28 -3.21 4.89 0.415
C -5.03 6.86 4.23 -1.184
C -5.91 6.34 3.10 -0.386
C -5.72 4.85 2.81 -0.795
C -4.32 4.45 2.34 -0.443
C -3.83 5.17 1.09 -0.421
C -4.69 4.88 -0.14 -1.182
H -3.97 6.77 3.98 0.283
H -5.23 7.92 4.42 0.380
H -5.21 6.31 5.15 0.288
H -5.74 6.93 2.19 0.229
H -6.96 6.51 3.37 0.367
H -6.46 4.54 2.07 0.311
H -5.96 4.28 3.72 0.397
H -4.31 3.38 2.16 0.209
H -3.60 4.63 3.15 0.345
H -2.81 4.84 0.88 0.296
H -3.78 6.25 1.26 0.397
H -4.72 3.81 -0.35 0.213
H -4.27 5.39 -1.02 0.367
H -5.71 5.24 -0.01 0.347
```

orbital gap = 8.70 eV
total energy = -1705.86193 Eh

---

5.
ORCA calculation (ωB97M-V/def2-TZVPD) on C34H72F6N11O13S2 as an isolated structure in a non-equilibrium geometry.

XYZ file:
```
138
Properties=species:S:1:pos:R:3:mulliken_charge:R:1
N 2.39 -3.83 2.20 0.146
H 2.60 -2.96 2.71 0.013
H 3.07 -4.50 2.55 0.479
H 2.39 -3.65 1.15 0.354
H 1.41 -4.13 2.43 0.365
C -0.06 1.19 0.24 -1.067
N -0.85 -0.05 0.15 0.967
C -2.19 0.26 0.59 0.367
C -0.88 -0.44 -1.25 1.768
C -0.24 -1.12 1.00 0.669
C -1.04 -2.40 1.02 -0.199
O -1.02 -3.11 -0.22 -0.214
H -0.44 1.94 -0.45 -0.309
H 0.99 1.09 -0.01 0.330
H -0.13 1.52 1.27 0.738
H -2.55 1.11 0.02 0.329
H -2.26 0.43 1.67 -0.540
H -2.82 -0.63 0.46 0.031
H -1.82 -0.96 -1.42 -0.280
H -0.08 -1.11 -1.57 -1.137
H -0.73 0.45 -1.84 -0.419
H -0.13 -0.68 1.99 -0.374
H 0.78 -1.37 0.67 0.456
H -2.08 -2.22 1.31 -0.304
H -0.62 -3.10 1.75 -0.139
H -0.07 -3.41 -0.36 0.289
C 5.51 -1.67 5.91 0.695
F 6.18 -2.69 6.32 -0.235
F 4.61 -1.32 6.77 -0.206
F 6.35 -0.65 5.82 -0.272
S 4.81 -1.99 4.17 1.143
O 5.32 -1.00 3.31 -0.573
O 5.21 -3.34 3.85 -0.742
N 3.16 -1.92 4.42 -0.680
S 2.70 -0.43 4.24 1.113
O 3.55 0.54 4.88 -0.638
O 2.37 -0.04 2.89 -0.625
C 1.07 -0.39 5.14 0.469
F 1.28 -0.88 6.36 -0.235
F 0.72 0.89 5.29 -0.211
F 0.16 -1.11 4.53 -0.096
C -2.51 -4.20 3.84 -0.469
C -1.05 -4.17 4.26 0.235
O -0.83 -4.30 5.47 -0.743
O -0.17 -4.09 3.34 -0.817
H -2.69 -4.61 2.84 0.344
H -2.99 -3.23 3.99 -0.383
H -3.07 -4.89 4.49 0.387
C 4.04 -3.11 -1.23 -1.835
C 2.54 -3.01 -1.51 1.446
O 1.77 -3.41 -0.45 -1.072
H 4.53 -2.80 -2.18 0.546
H 4.34 -4.16 -1.19 0.420
H 4.42 -2.45 -0.46 0.312
H 2.27 -3.56 -2.44 -0.242
H 2.37 -1.92 -1.72 -0.682
C 2.36 0.84 -2.77 -0.152
O 1.50 1.65 -2.45 -0.474
N 2.46 0.26 -4.00 0.249
C 3.31 -0.86 -4.22 -0.838
C 1.58 0.61 -5.12 -0.885
H 3.17 0.50 -2.11 0.450
H 4.01 -1.07 -3.42 0.234
H 3.85 -0.69 -5.17 0.410
H 2.76 -1.78 -4.42 0.235
H 2.15 1.27 -5.79 0.314
H 1.30 -0.29 -5.67 0.361
H 0.68 1.13 -4.83 0.136
C 0.60 6.29 -0.65 0.659
O 0.22 7.43 -0.44 -0.690
N 1.77 5.93 -1.20 0.342
C 2.75 6.94 -1.49 -1.065
C 1.91 4.69 -1.85 -0.577
H -0.01 5.39 -0.44 -0.179
H 3.73 6.41 -1.44 0.322
H 2.79 7.77 -0.81 0.318
H 2.78 7.28 -2.54 0.363
H 2.93 4.37 -1.61 0.279
H 1.23 3.91 -1.56 -0.272
H 1.95 4.78 -2.95 0.421
C -5.61 -1.28 -1.14 -0.128
O -5.03 -1.43 -0.12 -0.562
N -5.23 -1.85 -2.30 0.288
C -3.91 -2.43 -2.50 -1.258
C -6.06 -1.60 -3.49 -1.176
H -6.52 -0.68 -1.22 0.430
H -3.22 -1.85 -3.13 0.457
H -4.00 -3.37 -3.08 0.449
H -3.45 -2.79 -1.59 0.293
H -5.44 -1.63 -4.40 0.330
H -6.82 -2.38 -3.61 0.372
H -6.48 -0.60 -3.58 0.420
C -0.46 -3.10 -4.02 0.492
O -0.94 -2.19 -4.72 -0.770
N -0.32 -4.37 -4.44 0.227
C 0.09 -5.36 -3.45 -0.936
C -0.68 -4.82 -5.73 -1.145
H -0.01 -2.85 -3.05 0.171
H 1.16 -5.47 -3.25 0.253
H -0.28 -6.34 -3.76 0.371
H -0.36 -5.14 -2.48 0.318
H 0.26 -5.10 -6.21 0.363
H -1.40 -5.64 -5.76 0.326
H -1.13 -3.99 -6.27 0.345
C -0.13 4.85 2.63 0.003
C -0.77 3.98 3.67 0.673
O -0.28 3.86 4.74 -0.590
C -2.13 3.42 3.42 -0.931
H 0.28 4.29 1.78 -0.517
H 0.73 5.37 3.05 0.413
H -0.92 5.56 2.35 0.206
H -2.27 3.16 2.36 0.059
H -2.82 4.24 3.65 0.418
H -2.40 2.61 4.08 0.241
C 4.49 3.84 1.87 -1.112
C 3.17 3.48 1.41 0.227
N 2.14 3.24 1.00 0.110
H 4.48 4.25 2.88 0.314
H 4.93 4.54 1.16 0.307
H 5.03 2.91 2.05 0.277
C -1.91 3.09 -3.31 -0.441
C -2.98 2.09 -3.15 0.398
N -3.75 1.28 -3.05 -0.396
H -1.53 3.09 -4.33 0.397
H -1.09 2.75 -2.67 -0.185
H -2.24 4.09 -3.04 0.296
C -3.23 6.21 0.12 -1.270
C -2.61 4.93 -0.22 0.525
N -2.11 3.94 -0.48 -0.136
H -2.72 6.99 -0.46 0.283
H -3.34 6.40 1.18 0.301
H -4.26 6.19 -0.25 0.409
C -4.87 -1.98 3.42 -0.985
C -4.02 -0.80 3.51 0.610
N -3.38 0.12 3.64 -0.435
H -4.29 -2.78 2.96 0.195
H -5.77 -1.74 2.88 0.314
H -5.03 -2.41 4.41 0.457
```

net charge = -1
orbital gap = 6.95 eV
total energy = -4314.66896 Eh

---

6.
ORCA calculation (ωB97M-V/def2-TZVPD) on a 2-piece molecular cluster, C10H15O3P overall in a non-equilibrium geometry.

XYZ file:
```
29
Properties=species:S:1:pos:R:3:mulliken_charge:R:1
C 2.21 2.06 -0.36 -0.585
C 3.07 0.97 -0.11 -0.334
C 0.89 1.88 -0.53 -0.677
C 2.67 -0.35 -0.07 -0.819
C 0.41 0.60 -0.34 0.336
C 1.28 -0.52 -0.22 0.534
C 1.21 -2.95 0.18 -0.856
C -1.26 -0.31 2.17 -0.513
C -2.35 2.05 -1.20 0.180
C -1.97 0.03 0.04 0.637
O 0.56 -1.73 -0.11 -0.081
O -1.95 0.52 1.29 -0.359
O -2.71 0.67 -0.93 -0.338
P -1.88 -1.74 -0.40 -0.277
H 2.65 3.02 -0.18 0.339
H 4.21 1.29 -0.11 0.181
H 0.36 2.80 -0.41 0.281
H 3.33 -1.15 -0.01 0.420
H 0.41 -3.70 -0.04 0.242
H 1.54 -3.01 1.23 0.329
H 2.12 -3.14 -0.53 0.283
H -1.76 -1.30 2.21 0.318
H -1.33 0.30 3.11 0.270
H -0.33 -0.40 1.71 0.228
H -2.83 2.68 -0.46 0.273
H -2.63 2.33 -2.21 0.275
H -1.27 2.01 -1.07 -0.388
H -1.42 -1.46 -1.64 0.036
H -3.24 -1.46 -1.03 0.068
```

orbital gap (alpha / beta) = 8.38 / 8.38 eV
ΔE to the lowest compared entry with this formula, charge and spin = 8.138 eV
total energy = -956.87582 Eh

---

> Which value of total energy does entry 1 give?

-910.65105 Eh

---

> What is the total energy in the third record?

-350.98828 Eh

---

> The lowest total energy belongs to which entry?

C34H72F6N11O13S2